(1)
Density functional theory data (ωB97M-V with the def2-TZVPD basis set) for a 2-piece molecular cluster, C3H9N3S2 overall at a distorted geometry.

```
17
Properties=species:S:1:pos:R:3:forces:R:3:mulliken_charge:R:1
S -3.62928 1.01907 0.68179 0.13 0.49 -0.13 -0.343
S 1.14774 -0.02612 -1.20013 -2.53 2.67 -0.89 0.120
N 0.06496 1.34961 -0.65366 2.54 -0.86 -1.85 -0.330
N -2.13759 -1.08574 -0.35215 -0.11 2.08 0.65 -0.504
N 0.54624 -1.28506 -0.58153 -1.36 -1.37 -0.10 -0.471
C 0.65667 2.16766 0.41095 -1.32 1.44 0.42 -0.716
C 1.19337 -2.04428 0.41774 -1.63 0.13 4.02 -0.860
C -2.69262 -0.08134 0.05342 0.09 -2.63 -0.19 0.379
H 0.69536 -2.98414 0.73190 -0.33 0.31 -1.15 0.307
H -1.05457 -1.23867 -0.34349 -0.40 -0.14 -0.49 0.562
H 1.74199 2.54216 0.27618 -2.03 -0.46 -0.54 0.266
H 0.67372 1.60638 1.32001 0.11 -0.31 0.99 0.331
H 1.17775 -1.58723 1.49435 0.43 0.00 -1.79 0.252
H -0.86748 0.93801 -0.53507 0.69 0.59 0.41 0.146
H 2.14295 -2.32480 0.16453 2.77 -0.56 -0.50 0.390
H -0.13497 3.02140 0.58993 1.99 -1.26 -0.35 0.274
H 0.47576 0.01308 -2.47479 0.94 -0.12 1.48 0.198
```
Forces are in eV/Å.

Net charge   0
E_HOMO   -0.3311 Ha
Calculated total energy   -29394.040 eV
Relative energy (zero: lowest compared OMol25 entry of this formula, charge and spin)   66.5 kcal/mol
Orbital gap   9.4 eV

(2)
Density functional theory data (ωB97M-V with the def2-TZVPD basis set) for C4H9N2S as an isolated structure at a distorted geometry.

```
16
Properties=species:S:1:pos:R:3:forces:R:3:mulliken_charge:R:1
S 2.40905 -0.58014 -0.03964 0.10 -0.36 0.07 0.048
N -0.26488 2.22245 -0.04448 0.58 2.49 1.82 -0.303
N 1.66231 0.96525 0.11761 -1.43 0.33 0.93 -0.229
C -1.63675 -0.99996 0.06298 0.39 -1.12 -1.18 -0.991
C 0.85535 -1.43936 0.17556 -0.14 0.66 3.19 -0.649
C -0.27179 -0.78780 -0.46232 0.70 5.04 -1.55 -0.110
C 0.36176 1.09870 -0.02579 0.79 -4.60 -1.94 0.259
H 0.14923 3.06759 0.39189 -0.21 -0.70 -0.61 0.232
H -2.28241 -0.78074 -0.79164 -0.48 -0.10 0.60 0.320
H -1.72092 -0.24898 0.82918 -0.94 -0.62 0.93 0.328
H -0.97839 2.43168 -0.68591 -1.43 -0.22 -0.51 0.243
H -0.29090 -0.51803 -1.53810 0.70 -1.07 0.44 0.422
H 0.93587 -2.43462 -0.07726 0.60 -2.28 -1.39 0.472
H 2.16363 1.73083 0.53552 0.76 0.16 -0.09 0.261
H -1.66803 -2.11809 0.26773 -0.59 1.53 0.52 0.341
H 0.57686 -1.60880 1.28469 0.60 0.85 -1.24 0.354
```
Forces are in eV/Å.

Net charge   +1
E_HOMO   -0.4845 Ha
Calculated total energy   -18100.494 eV
Relative energy (zero: lowest compared OMol25 entry of this formula, charge and spin)   69.9 kcal/mol
Orbital gap   9.7 eV

(3)
Density functional theory data (ωB97M-V with the def2-TZVPD basis set) for C35H37CrNO3P2 as an isolated structure at a distorted geometry.

```
79
Properties=species:S:1:pos:R:3:forces:R:3:mulliken_spin:R:1
Cr 0.58764 -1.00090 -6.44921 2.25 -0.94 2.71 4.108
P 1.36098 0.62055 -7.87493 1.80 1.38 -0.78 0.046
P -0.49400 -1.75197 -8.25966 -1.09 -0.04 -0.51 -0.022
O 2.33267 0.70037 1.10219 -0.49 -0.37 -1.00 0.000
O 1.78860 0.75065 -1.02928 0.02 -0.38 1.05 0.000
O 1.35563 -1.02310 0.17348 0.28 0.87 -0.02 0.000
N 1.83078 0.14988 0.08839 0.02 -0.13 -0.10 0.000
C -1.48478 -1.38680 -5.82364 -0.99 -0.98 -0.17 0.163
C 3.11679 1.94611 -9.71124 -0.17 0.12 -0.03 -0.001
C 0.24069 -4.18745 -9.53492 -0.42 0.49 0.13 -0.006
C -1.10131 -0.11528 -8.77933 0.45 0.91 -0.37 -0.004
C -1.70418 -2.21813 -6.98786 -0.09 -0.09 0.80 0.014
C -0.62659 2.63278 -1.74372 0.18 0.32 -0.13 0.002
C -0.94030 2.46938 -3.03606 0.59 0.32 0.52 0.006
C -2.43584 -3.12268 -4.42368 0.28 -0.42 -0.65 0.001
C 3.26288 1.33723 -12.05558 -0.12 0.03 0.49 -0.002
C -0.08684 -5.17951 -10.45797 0.11 -0.13 -0.13 0.001
C -2.21406 1.94944 -3.60909 -0.58 -0.15 0.25 0.014
C -1.48392 -0.17487 -1.02083 -0.74 -0.09 -0.38 0.000
C 2.21739 -0.16507 -10.45721 -0.10 0.41 0.11 0.000
C 3.14535 2.21929 -6.36666 -0.26 0.00 -0.08 -0.012
C 2.61972 0.12956 -11.76175 0.13 0.00 0.04 0.002
C 1.58154 -0.92713 -4.58974 -0.28 0.27 -0.79 -0.104
C -0.27411 0.95582 -8.61565 -0.46 -1.14 -0.52 0.013
C -1.66210 -1.97092 -4.55267 0.04 0.51 -0.59 -0.027
C -1.82980 -3.77960 -11.39485 0.08 -0.01 -0.25 0.001
C -2.20064 -0.18626 -2.15926 -0.60 -0.70 1.04 0.001
C -1.12560 -4.98618 -11.37370 -0.12 0.08 0.06 -0.001
C -1.51624 2.40193 -0.54727 0.04 0.14 0.37 0.000
C 3.53235 2.23461 -11.01677 -0.07 -0.45 -0.07 0.002
C -2.32323 -3.46811 -6.83407 0.10 0.13 0.12 0.047
C 1.31379 4.31797 -6.12519 0.23 0.06 0.14 0.001
C 2.37688 0.78618 -9.42521 0.21 -0.26 -0.55 -0.014
C -2.98859 0.97017 -2.70214 -0.65 0.06 0.01 -0.002
C -1.62086 0.93138 -0.02996 0.53 0.96 0.68 0.000
C -1.49202 -2.76732 -10.50586 -0.10 -0.47 0.00 -0.008
C 0.94623 3.14989 -6.79360 0.32 0.14 -0.01 0.004
C -0.50296 -2.98673 -9.53753 -0.56 -0.18 -0.93 -0.039
C 1.86517 2.10842 -6.94438 -0.27 0.32 0.12 -0.030
C 2.59315 4.44281 -5.56942 -0.24 -0.34 -0.23 0.006
C 3.50371 3.38221 -5.68281 -0.18 0.07 -0.14 0.002
C -2.76232 -3.86704 -5.56785 -0.26 0.42 0.37 0.005
H -2.50825 -4.12838 -7.68202 0.30 0.23 0.09 0.001
H -2.57055 -1.14975 -2.53607 0.95 0.39 -0.06 0.001
H -3.79584 0.53796 -3.30848 -0.07 0.22 0.09 0.000
H 4.50365 3.47436 -5.25108 -0.39 -0.09 -0.11 0.000
H -2.61978 0.88610 0.46734 0.55 -0.36 -0.34 0.000
H 1.75453 -1.13185 -10.24634 -0.07 0.29 -0.09 0.004
H 3.37001 2.65121 -8.91811 -0.30 -0.14 -0.24 0.002
H -1.15583 -1.51217 -3.71261 -0.58 0.17 -0.06 -0.005
H -0.04965 3.05983 -7.22501 0.19 0.15 0.20 0.005
H 1.03694 -4.34874 -8.80665 -0.25 0.05 -0.15 0.004
H -1.11105 3.00851 0.30006 -0.45 -0.35 -0.68 0.000
H 0.34838 3.03288 -1.44452 -0.17 -0.32 -0.57 0.000
H 4.04816 3.17143 -11.22738 -0.06 -0.28 0.13 0.000
H -0.46057 1.94237 -9.04376 -0.40 -0.17 0.32 0.008
H -2.12238 -0.03128 -9.16261 0.35 0.22 -0.13 0.001
H -0.85115 -1.00223 -0.67952 -0.48 0.01 -0.25 0.000
H 2.41583 -0.57797 -12.56847 0.14 0.12 0.32 0.000
H 0.94258 -1.00690 -3.70398 0.26 0.16 -0.03 0.016
H -0.88010 0.77990 0.76922 -0.15 0.08 -0.28 0.000
H 0.59778 5.13764 -6.05239 0.21 -0.23 0.07 0.000
H -3.47209 1.52098 -1.87839 0.09 -0.17 -0.40 0.000
H -2.02948 -1.81664 -10.52080 0.08 -0.39 -0.06 -0.001
H -2.52908 2.76290 -0.77876 0.36 0.08 0.23 0.000
H -2.78278 -3.45389 -3.44700 0.40 -0.04 -0.12 0.000
H -1.37571 -0.27198 -5.95279 0.36 -0.94 0.38 -0.169
H 0.46687 -6.12666 -10.46524 -0.23 0.48 0.05 0.000
H -2.02376 1.46345 -4.57877 0.12 0.01 0.15 0.001
H 3.86528 1.40310 -6.46323 -0.22 0.20 0.06 -0.007
H 2.87613 5.35802 -5.04758 -0.09 -0.30 -0.14 0.000
H -3.34767 -4.78258 -5.44353 0.22 0.31 -0.17 0.000
H 3.56404 1.57052 -13.07676 -0.11 -0.07 0.27 0.000
H -1.40089 -5.78228 -12.07289 0.17 0.30 0.30 0.000
H -2.88258 2.79286 -3.84578 0.04 -0.11 -0.02 0.000
H 2.24362 -0.04838 -4.48315 -0.12 -0.60 0.16 0.011
H -2.64819 -3.61715 -12.09908 0.31 -0.13 0.14 0.000
H -0.21885 2.76092 -3.79729 0.22 -0.03 0.23 -0.007
H 2.15739 -1.87821 -4.68679 0.00 0.49 0.14 -0.032
```
Forces are in eV/Å.

Multiplicity   5
Net charge   0
E_HOMO (spin up / spin down)   -0.2284 / -0.2284 Ha
Calculated total energy   -91516.013 eV
Orbital gap (spin up / spin down)   5.0 / 4.7 eV

(4)
Density functional theory data (ωB97M-V with the def2-TZVPD basis set) for a 2-piece molecular cluster, C2H7NS2 overall at a distorted geometry.

```
12
Properties=species:S:1:pos:R:3:forces:R:3:mulliken_charge:R:1
S -3.02767 0.13726 1.45997 0.21 -0.44 -0.12 -0.133
S -2.14226 -1.80332 1.49901 -0.09 0.25 0.19 -0.153
N 0.93865 -0.20461 -1.39575 0.40 0.17 -0.57 -0.439
C 1.46700 0.85412 0.64594 -0.58 -0.19 0.91 -0.784
C 1.19206 0.94582 -0.66422 1.27 -0.66 0.14 0.042
H 0.78266 -1.03270 -0.84035 0.24 -0.01 -0.03 0.214
H -2.10715 -1.94151 0.17303 0.02 -0.05 -0.09 0.128
H 1.14857 1.53236 1.42845 0.79 0.77 -0.39 0.216
H -3.07858 0.13011 0.12481 -0.10 0.25 -0.01 0.142
H 1.53581 -0.32694 -2.20440 -0.26 -0.26 -0.03 0.202
H 1.82740 -0.08884 1.05288 -0.76 -0.33 -0.15 0.233
H 1.46351 1.79824 -1.27937 -1.15 0.50 0.14 0.333
```
Forces are in eV/Å.

Net charge   0
E_HOMO   -0.3006 Ha
Calculated total energy   -25346.200 eV
Relative energy (zero: lowest compared OMol25 entry of this formula, charge and spin)   42.6 kcal/mol
SMILES string   C=CN.SS
Orbital gap   8.3 eV

(5)
Density functional theory data (ωB97M-V with the def2-TZVPD basis set) for C10H14N4O as an isolated structure at a distorted geometry.

```
29
Properties=species:S:1:pos:R:3:forces:R:3:mulliken_charge:R:1
O 1.36908 -2.22685 -0.91457 -3.06 -2.93 -3.37 -0.516
N 0.22846 0.55847 -1.22732 0.71 0.33 -3.03 -0.220
N -2.86804 -0.52438 1.11936 0.00 0.56 -1.97 -0.073
N 1.97830 0.03480 0.23449 -0.31 -0.29 -0.37 -0.022
N -3.11087 0.97716 -2.18628 0.21 0.83 -0.22 -0.111
C -3.32037 0.06523 -0.03919 2.02 1.05 -1.67 0.814
C -1.06150 0.24440 -0.81495 -0.53 -0.76 0.48 0.189
C -2.39023 0.40831 -1.12627 0.92 -0.35 0.36 -0.417
C -4.51743 0.56655 -0.45283 0.12 0.28 -2.21 -0.802
C 2.99147 0.73207 -0.53787 -1.32 1.99 -0.40 -0.894
C 0.76088 -0.02327 -0.09215 -0.03 -0.29 -1.08 0.005
C -0.55858 -0.43437 0.38556 -4.17 0.98 0.56 0.870
C 2.28182 -0.13036 1.59837 -2.72 1.51 2.55 -1.154
C -4.39322 1.08471 -1.76814 0.94 0.16 1.88 -0.404
C -1.55924 -0.83358 1.30561 0.90 1.32 -2.62 -0.564
H 1.83072 0.75214 2.08721 0.74 -0.03 0.15 0.411
H -3.62194 -0.85657 1.70225 0.41 -0.38 0.61 0.292
H 3.87811 0.36965 -0.14640 2.09 -0.88 -0.27 0.337
H -2.76348 1.50045 -3.04526 -0.34 -1.21 1.73 0.326
H 2.07506 -2.76713 -0.73492 4.62 -0.80 2.47 0.279
H 1.85385 -0.90430 2.18287 -1.16 -1.45 -0.48 0.400
H 2.86454 0.86313 -1.62378 0.08 -1.11 0.47 0.338
H 3.24165 -0.22892 1.89587 3.51 0.19 -0.05 0.419
H -5.10154 1.73987 -2.24685 -0.20 -0.42 -0.48 0.416
H 0.62838 0.52722 -2.21797 -0.76 0.10 1.99 0.358
H -1.49429 -1.57833 1.98277 1.06 -1.79 2.85 0.510
H 1.17140 -3.11760 -1.46469 -1.53 3.03 0.51 0.270
H 2.95257 1.76116 -0.19522 0.03 0.42 0.26 0.447
H -5.40453 0.60245 0.04637 -2.22 -0.06 1.36 0.496
```
Forces are in eV/Å.

Net charge   +2
E_HOMO   -0.5927 Ha
Calculated total energy   -18585.473 eV
Relative energy (zero: lowest compared OMol25 entry of this formula, charge and spin)   63.1 kcal/mol
Orbital gap   8.2 eV

(6)
Density functional theory data (ωB97M-V with the def2-TZVPD basis set) for C13H26CoNO3P2 as an isolated structure at a distorted geometry.

```
46
Properties=species:S:1:pos:R:3:forces:R:3:mulliken_spin:R:1
Co -0.21051 -0.44185 0.92473 -0.84 -4.11 0.10 2.009
P 1.95355 -0.82004 0.90092 0.76 0.38 -0.49 0.083
P -1.96178 0.54204 0.21511 -2.16 1.10 -2.15 0.076
O 0.27062 1.48238 2.90891 -1.46 -2.77 -0.79 0.518
O 3.27102 2.31667 -1.93752 -1.42 -0.74 0.09 0.001
O -0.48793 4.92355 -1.71265 0.26 -1.22 -0.63 0.000
N -0.22385 -1.42867 -0.86705 -0.04 0.16 0.32 0.119
C -0.26250 0.41096 2.69333 1.44 2.70 2.13 0.020
C 2.22370 -2.07876 2.18948 -0.23 -0.13 0.08 0.051
C -0.27656 -2.78198 -3.26965 -0.51 -0.03 0.01 -0.041
C -3.39755 0.77014 1.29812 0.17 0.05 0.32 0.013
C 0.93545 -2.57694 -2.63719 0.27 0.13 0.43 0.204
C 2.13419 -1.63854 -0.67308 0.01 -0.29 -0.15 0.486
C 3.25574 0.41462 1.07423 0.04 -0.02 0.11 0.049
C -1.02952 -0.42563 3.64216 -0.68 -0.53 1.75 0.143
C -1.37031 -1.49641 -1.55007 0.15 -0.38 0.20 0.020
C 0.96956 -1.89355 -1.39482 -1.00 -0.19 -0.40 -0.046
C -2.56219 -0.77311 -0.96795 0.19 -0.07 0.49 0.014
C -1.45428 -2.24372 -2.72855 0.43 0.09 -0.29 0.184
C -1.94116 2.00871 -0.85172 0.15 0.27 0.08 0.017
H 1.88154 -2.94317 -3.02702 -0.28 0.00 -0.13 0.002
H 1.79799 -1.72499 3.13965 0.28 -0.17 -0.19 0.008
H 2.98855 1.05812 1.92488 0.21 -0.10 -0.22 -0.001
H 4.21067 -0.09500 1.27414 -0.27 0.24 -0.07 0.002
H -2.42883 -2.36297 -3.19902 0.34 -0.01 -0.06 0.002
H -0.68572 -1.47616 3.61313 -0.28 0.50 -0.21 0.016
H -3.09094 1.40719 2.13746 -0.32 -0.04 -0.12 -0.001
H 1.72683 -3.01173 1.88435 0.12 0.27 0.19 -0.008
H -3.19882 -1.46137 -0.38618 0.17 0.09 -0.32 -0.001
H 2.77390 2.15370 -2.75444 0.23 0.10 0.30 0.000
H 0.44038 4.70816 -1.88233 -0.25 0.20 0.02 0.000
H 3.30148 -2.26390 2.30272 -0.28 0.07 -0.01 0.002
H 3.07980 -2.00399 -1.07164 -0.07 0.22 0.25 0.002
H -1.34210 1.81654 -1.74983 -0.08 0.01 0.22 -0.002
H -0.32430 -3.35871 -4.18926 0.04 0.12 0.12 0.002
H -3.17615 -0.30502 -1.74958 0.12 -0.23 0.17 0.002
H 4.07853 2.70123 -2.22714 1.16 0.58 -0.34 0.000
H -1.48724 2.85433 -0.32487 -0.11 -0.05 -0.18 0.002
H -4.21422 1.25391 0.74526 0.22 -0.16 0.19 0.001
H -2.11498 -0.37928 3.43005 0.60 -0.08 -0.12 0.010
H 0.66878 0.50074 0.60364 2.79 2.99 -1.48 0.037
H -3.72884 -0.20612 1.67628 0.00 0.30 -0.02 -0.003
H -2.96715 2.26805 -1.14838 0.28 -0.07 0.08 0.002
H 3.32079 1.01443 0.15319 -0.06 -0.12 0.27 -0.007
H -0.87823 -0.05104 4.66652 -0.07 -0.03 -0.20 0.013
H -0.46738 5.63718 -1.09832 0.03 0.98 0.67 0.000
```
Forces are in eV/Å.

Multiplicity   5
Net charge   +2
E_HOMO (spin up / spin down)   -0.5172 / -0.5900 Ha
Calculated total energy   -77721.347 eV
Relative energy (zero: lowest compared OMol25 entry of this formula, charge and spin)   18.7 kcal/mol
Orbital gap (spin up / spin down)   7.6 / 7.2 eV

calculated total energy of number 3 (C35H37CrNO3P2)?
-91516.013 eV

Which value of net charge does entry 4 give?
0